C4H11N2O | ωB97M-V/def2-TZVPD

Summary:
**Energy above the lowest of the compared OMol25 structures with the same formula, charge and spin**: 1.696 eV
**E**: -9347.161 eV
**Lowest unoccupied orbital energy**: -3.4 eV
**M**: 103.14 g/mol
**Net charge**: +1
**E_HOMO**: -13.85 eV
**HOMO-LUMO gap**: 10.46 eV

XYZ file:
```
18
C4H11N2O (ωB97M-V/def2-TZVPD)
N 1.014 -1.436 0.620
H 0.667 -1.893 1.468
C 0.550 -0.016 0.542
H 0.785 1.326 -1.122
C -1.300 0.767 -1.005
H -2.888 0.045 0.106
H 2.037 -1.421 0.772
H -0.314 0.071 1.199
H 0.676 -1.981 -0.174
C 1.636 0.812 1.231
H 1.534 1.897 1.214
O 2.583 0.276 1.738
N -2.099 -0.310 -0.420
H -1.484 1.708 -0.493
C 0.209 0.437 -0.868
H 0.436 -0.339 -1.597
H -1.514 0.927 -2.066
H -2.527 -0.871 -1.145
```

C4H11N2O | ωB97M-V/def2-TZVPD

Summary:
**Energy above the lowest of the compared OMol25 structures with the same formula, charge and spin**: 1.619 eV
**E**: -9347.238 eV
**Lowest unoccupied orbital energy**: -3.1 eV
**M**: 103.14 g/mol
**Net charge**: +1
**E_HOMO**: -14.31 eV
**HOMO-LUMO gap**: 11.23 eV

XYZ file:
```
18
C4H11N2O (ωB97M-V/def2-TZVPD)
C -1.649 0.726 0.589
C -0.170 -1.139 -0.316
H -1.527 1.435 2.514
H 1.323 1.496 -0.678
H -2.008 1.713 0.269
H 0.405 1.879 0.719
N -1.129 0.708 1.940
H -2.568 0.154 0.413
C 1.139 -1.519 -0.978
H -0.929 -1.664 -0.856
H -0.129 -1.573 0.690
H -0.649 0.611 -1.446
C -0.553 0.334 -0.401
H -1.227 -0.201 2.365
N 0.688 1.170 0.042
H 1.343 -2.605 -0.985
H 1.155 0.561 0.709
O 1.917 -0.722 -1.431
```

Question: Which value of M does entry 1 give?
Answer: 103.14 g/mol

Question: Number 2 is which compound?
Answer: C4H11N2O